This record from the OMol25 dataset describes 3 unconnected molecules or ions with the total composition C33H28NO4PS. The level of theory is ωB97M-V/def2-TZVPD.

ORCA input file:
```
! RIJCOSX wB97M-V def2-TZVPD def2/J DEFGRID3
* xyz 0 1
O -4.346 -0.921 1.301
C -3.707 -1.425 0.402
C -2.753 -0.618 -0.408
C -2.579 0.728 -0.111
C -1.666 1.480 -0.831
C -0.924 0.894 -1.851
C -1.107 -0.441 -2.163
C -2.023 -1.202 -1.447
C -2.215 -2.632 -1.803
O -1.613 -3.127 -2.738
C -3.152 -3.446 -0.983
C -3.317 -4.793 -1.278
C -4.163 -5.570 -0.505
C -4.847 -5.004 0.566
C -4.694 -3.659 0.856
C -3.851 -2.874 0.082
H -3.152 1.181 0.686
H -1.522 2.526 -0.594
H -0.202 1.482 -2.402
H -0.537 -0.899 -2.961
H -2.781 -5.229 -2.109
H -4.289 -6.620 -0.734
H -5.501 -5.615 1.173
H -5.226 -3.215 1.686
O 6.337 -4.645 -1.863
C 5.687 -3.674 -1.536
C 4.232 -3.588 -1.836
C 3.608 -4.648 -2.482
C 2.248 -4.596 -2.738
C 1.500 -3.488 -2.349
C 2.123 -2.424 -1.717
C 3.488 -2.466 -1.463
C 4.139 -1.303 -0.800
O 3.504 -0.306 -0.523
C 5.591 -1.397 -0.480
C 6.212 -0.339 0.171
C 7.553 -0.422 0.501
C 8.281 -1.564 0.182
C 7.670 -2.617 -0.476
C 6.325 -2.537 -0.814
H 4.189 -5.509 -2.779
H 1.764 -5.424 -3.239
H 0.432 -3.453 -2.541
H 1.550 -1.557 -1.416
H 5.641 0.545 0.419
H 8.035 0.402 1.010
H 9.328 -1.631 0.448
H 8.233 -3.505 -0.729
H -0.024 2.931 1.794
N -0.096 3.834 1.325
C -0.201 4.727 2.207
C -0.337 6.167 1.870
P -1.636 6.986 2.918
C -3.156 6.840 1.884
C -4.320 6.142 2.559
C -4.147 4.631 2.629
S -4.256 3.811 1.021
H -0.227 4.464 3.261
H -0.611 6.270 0.831
H 0.622 6.652 2.009
H -1.799 6.059 3.972
H -2.942 6.315 0.956
H -3.455 7.839 1.607
H -5.197 6.335 1.952
H -4.547 6.525 3.549
H -3.201 4.396 3.102
H -4.959 4.237 3.220
H -3.015 3.983 0.546
*
```

Results
SMILES: O=C1c2ccccc2C(=O)c2ccccc21.O=C1c2ccccc2C(=O)c2ccccc21.[H]/N=C/CPCCCS
Gap between HOMO and LUMO (eV): 7.79
LUMO (eV): -1.00

Calculated atomic charges, method Mulliken, unit e: O -0.67; C 0.41; C -0.06; C -0.34; C 0.01; C -1.08; C -0.59; C 0.40; C 0.70; O -0.75; C 0.16; C -0.52; C -0.53; C -0.48; C -0.55; C 0.15; H 0.62; H 0.23; H 0.43; H 0.66; H 0.48; H 0.40; H 0.40; H 0.47; O -0.67; C 0.65; C 0.14; C -0.58; C -0.82; C -0.04; C -0.71; C 0.10; C 0.51; O -0.69; C 0.17; C -0.52; C -0.49; C -0.47; C -0.57; C 0.18; H 0.48; H 0.43; H 0.55; H 0.65; H 0.47; H 0.40; H 0.40; H 0.47; H 0.23; N -0.52; C -0.25; C -0.65; P -0.08; C -0.64; C -0.72; C -0.49; S -0.15; H 0.47; H 0.35; H 0.41; H -0.02; H 0.37; H 0.40; H 0.33; H 0.34; H 0.21; H 0.42; H -0.01



This record from the OMol25 dataset describes 2 unconnected molecules or ions with the total composition C5H14. The level of theory is ωB97M-V/def2-TZVPD.

ORCA input file:
```
! RIJCOSX wB97M-V def2-TZVPD def2/J DEFGRID3
* xyz 0 1
C 1.511 -2.729 1.152
C 1.329 -1.403 1.844
C 0.263 -0.487 1.279
H 1.757 -2.605 0.069
H 0.548 -3.263 1.102
H 2.425 -3.199 1.483
H 1.150 -1.490 2.943
H 2.329 -0.947 1.904
H 0.259 -0.372 0.187
H -0.734 -0.993 1.407
H 0.430 0.508 1.693
C -1.785 2.614 -1.382
C -1.006 1.708 -2.356
H -1.946 2.080 -0.433
H -1.402 3.630 -1.332
H -2.866 2.678 -1.703
H -0.040 1.309 -2.022
H -0.722 2.215 -3.260
H -1.499 0.746 -2.575
*
```

Results
SMILES: CCC.CC
Gap between HOMO and LUMO (eV): 11.99
Relative energy (zero: lowest compared OMol25 entry of this formula, charge and spin) (eV): 0.737
LUMO (eV): 1.08

Calculated atomic charges, method Mulliken, unit e: C -1.10; C -0.27; C -0.89; H 0.27; H 0.30; H 0.34; H 0.26; H 0.31; H 0.18; H 0.28; H 0.32; C -0.72; C -0.87; H 0.22; H 0.28; H 0.24; H 0.24; H 0.33; H 0.28



This record from the OMol25 dataset describes a molecular structure, C26H22BCl3F9N8O2Sc. The level of theory is ωB97M-V/def2-TZVPD.

ORCA input file:
```
! RIJCOSX wB97M-V def2-TZVPD def2/J DEFGRID3
* xyz 1 2
Sc 0.011 0.692 -0.670
C -3.186 0.533 -2.456
C -2.970 -0.396 -1.309
C -3.868 -1.237 -0.649
C -3.120 -1.909 0.293
N -1.840 -1.504 0.200
N -1.753 -0.557 -0.786
B -0.509 -2.088 0.752
N 0.210 -1.064 1.688
C 0.496 -1.195 2.989
C 1.320 -0.157 3.372
C 1.499 0.610 2.222
C 2.342 1.826 2.038
N 0.815 0.060 1.210
N 0.372 -2.317 -0.519
C 0.620 -3.476 -1.150
C 1.114 -3.197 -2.406
C 1.127 -1.802 -2.489
C 1.531 -0.924 -3.628
N 0.682 -1.283 -1.342
N -0.629 -3.394 1.507
C 0.431 -4.123 1.958
C -0.063 -5.200 2.638
C -1.471 -5.062 2.567
C -2.514 -5.956 3.144
N -1.786 -3.973 1.889
H -3.970 1.255 -2.234
H -3.482 -0.029 -3.342
H -2.268 1.078 -2.679
H -4.925 -1.336 -0.827
H -3.403 -2.666 0.998
H 0.103 -2.010 3.574
H 1.726 0.027 4.351
H 2.150 2.551 2.827
H 2.136 2.298 1.079
H 3.399 1.559 2.082
H 0.426 -4.425 -0.678
H 1.412 -3.901 -3.163
H 1.505 -1.481 -4.562
H 2.543 -0.539 -3.488
H 0.851 -0.075 -3.716
H 1.447 -3.817 1.761
H 0.488 -5.988 3.124
H -2.053 -6.797 3.656
H -3.171 -6.337 2.362
H -3.136 -5.411 3.854
Cl 6.584 4.247 -2.231
C 5.085 3.473 -2.040
C 5.054 2.161 -1.537
C 3.854 1.533 -1.379
Cl 3.779 -0.062 -0.779
C 2.602 2.194 -1.716
O 1.454 1.677 -1.610
C 2.705 3.547 -2.221
Cl 1.242 4.339 -2.574
C 3.915 4.158 -2.384
H 5.975 1.657 -1.280
H 3.973 5.165 -2.772
F -0.321 3.204 2.154
C -0.719 3.987 1.131
F 0.389 4.322 0.446
F -1.241 5.093 1.643
C -1.695 3.196 0.211
O -0.996 2.298 -0.541
C -2.413 4.200 -0.737
F -2.875 3.555 -1.813
F -1.560 5.145 -1.159
F -3.439 4.806 -0.132
C -2.762 2.493 1.113
F -3.819 2.112 0.394
F -3.187 3.255 2.115
F -2.219 1.385 1.658
*
```

Results
⟨S²⟩: 0.77
Gap between HOMO and LUMO (spin up / spin down) (eV): 8.30 / 4.81
Relative energy (zero: lowest compared OMol25 entry of this formula, charge and spin) (eV): 0.659
LUMO (spin up / spin down) (eV): -3.08 / -6.56

Calculated atomic charges, method Mulliken, unit e: Sc -0.16; C -1.43; C 0.55; C -1.52; C -0.07; N 0.20; N 0.27; B 0.82; N 0.29; C 0.13; C -1.88; C 0.66; C -1.10; N 0.67; N 0.53; C -0.07; C -1.73; C 0.56; C -1.27; N 0.70; N 0.83; C -0.37; C -1.36; C 0.69; C -1.27; N -1.29; H 0.35; H 0.42; H 0.06; H 0.50; H 0.66; H 0.60; H 0.52; H 0.39; H -0.15; H 0.35; H 0.50; H 0.53; H 0.41; H 0.16; H 0.23; H 0.59; H 0.43; H 0.37; H 0.30; H 0.30; Cl -0.11; C 0.49; C -0.71; C 1.16; Cl -0.11; C -1.25; O -0.09; C 0.60; Cl -0.09; C -0.69; H 0.52; H 0.49; F -0.25; C 0.03; F -0.18; F -0.26; C 1.56; O -0.16; C 0.37; F -0.20; F -0.25; F -0.27; C 0.25; F -0.27; F -0.26; F -0.19